C32H96O32 | the ωB97M-V functional and the def2-TZVPD basis

Each line ends with the Löwdin charge.
Positions of all 160 atoms, in Å:
C1 -0.8833 -4.2350 5.1160  -0.2786
H1 -1.2718 5.0578 5.3934  0.1379
H2 4.0258 -1.0791 4.3209  0.1321
H3 3.7501 2.5533 -3.2584  0.1125
H4 0.6869 -3.1711 -2.8964  0.1161
C2 -0.5426 0.7130 5.2526  -0.2349
H5 4.9882 -4.9017 -1.9340  0.1297
H6 -1.0549 -4.1899 -6.6440  0.1002
H7 1.2123 -5.7209 1.6087  0.1555
O1 1.0188 -4.7320 6.5135  -0.0511
H8 -0.8788 0.4476 -5.6326  0.0577
H9 -0.3476 2.0285 -3.3830  0.1342
H10 2.9879 -1.7501 -4.3892  0.1307
O2 -1.1797 3.5715 2.3750  -0.1214
O3 2.6625 0.4351 3.7370  -0.0678
O4 0.3723 3.8295 -5.2052  -0.0636
H11 5.2202 -3.3620 -2.7940  0.1052
H12 -1.1135 -5.3127 5.2325  0.1268
H13 -3.7585 1.4406 0.3961  0.0197
C3 -0.8521 4.9212 4.3758  -0.2411
C4 4.8900 -3.0891 -0.6352  -0.2118
H14 4.9958 -1.1495 -0.6613  0.0561
H15 -1.3782 1.0427 5.8678  0.1163
H16 -0.4316 3.6536 -5.7784  0.1298
H17 4.9070 -3.5913 0.3246  0.1096
O5 -0.7010 -5.9846 -0.0362  -0.0719
O6 5.6521 -1.8618 -0.4756  -0.0922
H18 -2.0386 -1.3671 -4.5534  0.1018
H19 3.4399 -2.6990 2.6593  0.1359
H20 -1.0177 6.3356 -0.4684  0.1113
C5 3.6801 2.2172 -2.2217  -0.2230
H21 -4.0051 -0.7615 -2.2147  0.0799
H22 -0.3722 6.8176 4.5818  0.0994
O7 0.2093 -3.8835 1.7013  -0.0881
H23 1.5568 -0.7749 1.6244  0.0436
H24 -0.0648 4.2153 4.4223  0.0667
H25 -3.1565 -3.6624 -5.0318  0.1228
H26 1.3205 1.4855 1.5668  0.0615
H27 1.0882 1.6538 4.6746  0.0571
H28 -2.5618 4.9665 2.9695  0.1603
C6 3.7425 4.0950 2.3502  -0.2479
H29 -6.2287 0.7348 2.5044  0.1065
H30 -2.2964 -1.8711 -1.5207  0.0921
O8 -4.1911 -2.5791 -1.6142  -0.0868
H31 -1.8011 -2.1761 0.6976  0.1101
H32 -3.8071 0.3072 2.3690  0.0786
O9 -1.8171 1.0764 3.2071  -0.1035
H33 4.3294 3.1592 2.4230  0.1253
O10 -5.4142 3.7052 1.1795  -0.0625
H34 -2.9523 -3.6233 2.0705  0.0791
C7 -2.1924 -1.8229 -5.5044  -0.2211
H35 -1.5107 5.5556 -1.9739  0.1330
H36 1.9265 2.5241 -4.6646  0.1108
H37 0.9489 -5.6521 6.3121  0.0669
H38 -4.6125 1.3267 -3.3746  0.1313
H39 1.2062 -5.6748 -0.8836  0.1357
H40 -2.0062 3.7285 -0.6967  0.0887
H41 -0.0641 1.7168 -0.1526  0.1164
C8 3.1414 -1.6440 2.4559  -0.1833
H42 -5.1314 0.8912 -0.9500  0.1371
C9 -0.0357 -0.2736 -0.7527  -0.2054
H43 3.8550 -2.8862 -0.7243  0.0701
H44 -2.3669 -3.6778 -1.3443  0.1302
H45 1.0204 -1.6798 0.0723  0.0511
H46 0.5709 -2.9497 5.8523  0.1109
C10 -5.4107 1.4255 2.3723  -0.1629
O11 2.8440 3.0511 -1.4214  -0.0657
H47 -6.9256 2.8972 2.2504  0.1194
H48 4.2561 4.8886 2.8891  0.1231
H49 -4.6886 -3.1904 -1.0892  0.0749
C11 0.3978 4.9662 -1.2546  -0.2120
H50 0.7054 0.0101 -1.4967  0.0933
H51 -1.4399 -5.4031 0.3382  0.0997
H52 -0.6574 -3.7222 3.2328  0.0421
O12 0.2363 1.8742 5.0712  -0.0696
C12 0.0312 1.5849 -4.3621  -0.2721
H53 0.6052 3.1981 2.6727  0.0825
H54 7.2124 -3.2596 -1.5363  0.0709
O13 1.9450 -1.7092 1.6387  -0.1435
H55 3.9738 -1.2265 1.9205  0.1036
C13 -2.2048 -3.3063 -5.4027  -0.2342
O14 1.2717 0.6320 1.0620  -0.1040
H56 -0.8590 0.6952 1.0296  0.1120
C14 3.0635 -0.9103 3.7897  -0.2389
H57 -5.1208 2.5326 -1.6561  0.1306
O15 -3.5324 2.0143 -0.3547  -0.0847
O16 1.2969 -2.3146 -5.4986  -0.0612
O17 1.5610 2.9383 2.4006  -0.1337
H58 1.1432 5.7614 -1.4123  0.1396
O18 -2.0001 -3.9381 -6.6666  -0.0594
C15 -0.0154 0.7634 0.3460  -0.1226
H59 -1.4714 -1.5823 -7.2472  0.1244
C16 1.0586 -4.7766 0.9886  -0.2240
H60 2.1988 0.8213 -2.7173  0.0878
H61 -5.0084 1.7496 3.3373  0.1236
H62 0.3537 4.6059 -3.1406  0.0915
H63 1.1709 2.1580 -6.0806  0.1425
O19 -1.1729 -1.3228 -6.3588  -0.0899
H64 -1.4503 -3.6930 -4.6994  0.1202
O20 -0.5220 6.1911 3.8504  -0.0612
H65 -6.6116 2.1169 0.7125  0.0959
H66 0.4139 -1.8757 -5.5760  0.0563
H67 -3.6416 -1.7550 0.6852  0.1252
C17 -1.0375 5.4208 -0.9878  -0.2229
O21 -1.0918 1.2680 -5.1491  -0.0546
H68 0.7056 4.3892 -0.3558  0.1262
H69 4.6641 2.3105 -1.7612  0.1311
C18 -3.8501 1.1986 -2.5783  -0.2586
H70 1.9657 -4.3108 0.6065  0.1116
H71 3.3473 0.9330 3.2316  0.1090
H72 2.7408 0.3266 -0.4844  0.0626
H73 0.6191 0.7032 -4.1534  0.0807
O22 2.4143 -4.2844 -3.3468  -0.0664
H74 0.0171 -0.0489 5.9112  0.1408
H75 0.1407 -4.2494 -0.7377  0.0891
O23 6.8074 -4.0973 -1.7657  -0.0685
C19 5.4207 -3.8736 -1.8612  -0.2382
C20 3.2413 0.7884 -2.3274  -0.2298
C21 1.7867 -3.0075 -3.1140  -0.2307
H76 1.8778 5.0405 2.8797  0.1457
C22 -6.1525 2.5705 1.5600  -0.2183
C23 -4.4820 1.6865 -1.3635  -0.2506
C24 0.8980 2.5333 -5.0558  -0.2817
O24 0.4591 4.0733 -2.3366  -0.1031
H77 -1.3140 1.8957 2.9853  0.0450
C25 0.5369 -3.9416 5.4156  -0.2481
C26 1.8859 -1.9683 -4.2786  -0.2554
H78 1.9798 -4.5312 -4.1725  0.0800
C27 2.3966 4.0174 2.9695  -0.1987
H79 0.5118 -2.9865 1.5682  0.0406
O25 3.7335 4.4688 0.9784  -0.0484
H80 3.5988 3.7194 0.4199  0.0298
O26 -3.0813 -3.7930 1.1074  -0.0897
C28 -1.0950 0.1093 3.9788  -0.2132
O27 -1.7816 4.5438 -0.2118  -0.0648
H81 3.9253 0.3807 -3.1250  0.1442
H82 -0.3248 -0.3736 3.3815  0.1011
H83 2.1877 -2.4789 -2.2276  0.0961
H84 -0.9751 -0.1957 -1.2564  0.0990
O28 -4.3583 0.7204 1.6988  -0.0965
C29 -1.8533 4.2116 3.4700  -0.1734
O29 0.1493 -1.6280 -0.3616  -0.0724
H85 -1.4389 -3.7574 5.9506  0.1304
H86 -2.9952 1.7832 -2.8825  0.1121
O30 -1.3604 -3.7209 3.9109  -0.0724
C30 -2.8406 -2.7195 -1.0467  -0.1975
H87 -3.1611 -1.4603 -5.8292  0.1323
H88 2.4424 3.9304 4.0615  0.1186
H89 2.0051 3.2069 -1.8505  0.0297
H90 2.3831 -1.4520 4.4822  0.1178
H91 1.1782 -3.9737 4.5543  0.1098
C31 0.4307 -5.1712 -0.2770  -0.2796
C32 -2.8465 -2.5024 0.4475  -0.1983
H92 1.4382 -1.0546 -3.8049  0.0895
H93 -4.6626 3.5376 0.5960  0.0582
H94 -2.3748 3.3898 3.9822  0.1162
H95 -1.4490 4.0006 1.5499  0.0654
O31 3.3418 -0.0276 -1.1549  -0.0665
O32 -3.3077 -0.1094 -2.5090  -0.0910
H96 -1.7711 -0.7476 4.2152  0.1286

Forces on the atoms, in the same order (eV/Å):
C -1.59 -0.45 1.12
H 0.09 -0.36 -0.47
H -0.08 0.46 -0.56
H 0.00 0.41 -0.04
H 0.93 0.11 -0.14
C 0.44 -0.91 1.42
H -0.07 0.93 0.15
H -0.80 0.11 -0.47
H 0.19 1.38 -0.56
O 0.06 0.98 -0.16
H -0.41 0.39 -0.07
H 0.56 -0.55 -1.09
H -1.00 -0.20 -0.36
O 0.52 0.04 0.31
O 0.82 0.65 -0.61
O -1.56 -0.14 -0.80
H -0.45 0.39 -0.16
H 0.30 0.14 -0.34
H 0.34 0.00 0.57
C -1.99 0.29 0.40
C 1.12 0.15 -0.32
H 0.75 -0.40 0.09
H -0.18 0.02 0.01
H 1.17 0.69 1.01
H 0.72 -0.73 0.03
O -1.55 0.64 0.16
O -1.32 0.12 -0.40
H 0.11 0.26 0.93
H -0.27 0.65 0.00
H -0.07 1.29 0.62
C 0.05 0.56 0.76
H 0.87 0.78 -0.39
H -0.06 -0.55 -0.56
O -0.08 -0.57 0.35
H 0.54 -0.68 0.02
H 1.45 -0.32 0.37
H -0.36 0.15 0.21
H 0.70 -0.60 0.02
H 0.09 -0.32 -0.14
H 0.65 -1.09 1.24
C 0.66 -0.38 -0.94
H -0.33 -0.48 0.53
H -0.16 -0.83 0.38
O 1.39 -0.21 0.18
H -1.09 0.04 0.08
H 0.42 0.21 0.00
O -0.12 -0.42 0.22
H -0.27 0.22 0.44
O -0.13 0.62 0.53
H -0.02 -0.44 -0.86
C -0.58 0.59 0.06
H -0.08 0.23 0.22
H -0.43 0.71 0.73
H -0.11 -0.94 -0.36
H 0.33 -0.46 -0.03
H -0.74 -0.15 0.01
H -0.01 0.25 0.23
H 0.10 0.66 -0.10
C -0.30 -1.12 0.10
H -0.06 0.29 -0.28
C 0.23 -0.04 0.02
H -1.23 0.53 -0.63
H -0.35 0.42 0.24
H -0.12 -0.18 -0.28
H 0.26 0.46 -0.35
C -0.38 0.75 -0.51
O 0.95 -0.64 0.32
H -0.12 0.17 -0.04
H 0.32 -0.03 0.03
H -0.95 -0.53 0.25
C 0.18 -0.29 1.46
H 0.34 -0.03 -0.12
H 1.50 -0.98 -0.62
H -0.13 -0.44 -0.05
O 0.08 0.30 -0.33
C -1.16 0.14 1.65
H 1.69 -0.59 -0.92
H 0.14 0.29 0.07
O 0.61 0.87 1.30
H 0.36 0.40 -0.82
C 0.41 -1.41 0.29
O -1.61 1.56 -0.62
H 0.05 -0.23 0.20
C -0.38 -1.76 1.10
H 0.15 0.14 0.43
O -0.07 0.67 -0.72
O -0.76 0.16 0.10
O -1.07 1.98 1.35
H -0.51 0.12 0.24
O 1.04 0.00 0.09
C 0.88 -1.00 0.07
H 0.61 0.11 0.17
C 0.34 -0.91 0.85
H 0.50 -0.36 0.18
H -0.32 0.31 -0.13
H 0.05 -0.57 -0.24
H -0.71 -0.11 0.50
O -0.21 -0.14 -0.56
H -0.07 0.32 -0.08
O 0.47 0.50 0.14
H -0.51 -0.49 -0.81
H 0.86 -0.53 -0.22
H 0.68 -0.42 0.08
C 0.88 -0.18 -1.65
O -0.26 -0.50 -0.31
H 0.09 0.39 -0.40
H 0.13 -0.19 -0.15
C 0.35 -0.76 -1.95
H 0.63 0.29 1.01
H -0.83 -0.38 0.50
H -0.10 0.09 0.21
H 0.11 -0.42 0.26
O -0.52 1.36 -0.15
H -0.68 0.76 -1.16
H -0.18 0.63 -0.85
O 0.42 -0.17 0.17
C -0.26 -1.00 1.00
C 0.26 -0.41 -0.71
C -1.31 0.37 -0.26
H 0.51 -1.44 -0.50
C 2.12 -0.68 0.96
C -0.50 -0.03 1.40
C 2.47 -0.04 -1.98
O -0.15 -0.22 -0.66
H -0.15 -0.80 0.18
C 0.75 0.16 1.50
C 1.17 0.24 1.96
H 0.32 -0.51 -0.06
C -2.11 0.76 0.03
H 0.47 0.48 -0.05
O 0.09 1.15 0.99
H -0.45 -0.85 -0.71
O -0.04 1.33 0.47
C -0.24 -0.23 -0.17
O -0.61 -1.26 0.52
H -0.82 -0.20 0.85
H 0.49 0.21 -0.24
H 0.16 -0.65 -0.34
H -0.86 -0.06 -0.30
O -0.67 0.13 -0.21
C -1.11 1.16 -0.97
O 0.16 0.54 0.14
H -0.11 -0.27 -0.51
H 0.18 0.64 0.00
O -0.09 0.58 -0.36
C -0.18 1.13 -0.95
H -0.24 0.11 -0.33
H 0.34 -0.56 -0.03
H -0.69 0.21 -0.52
H -0.17 0.54 -0.56
H 0.44 -0.25 -0.59
C -0.57 -0.73 -0.09
C 0.88 -0.84 0.25
H 0.24 -0.55 -0.61
H -0.09 -0.69 0.05
H -0.10 0.63 0.17
H 0.15 -0.04 -0.46
O 0.10 0.40 -0.60
O -1.13 -0.78 0.42
H 0.16 0.82 0.01

Computed properties:
HOMO energy ... -9.55 eV
Calculated total energy ... -100254.20092 eV
Frontier orbital gap ... 9.91 eV
ΔE to the lowest compared entry with this formula, charge and spin ... 103.0 kJ/mol
F_max ... 3.17 eV/Å